<P>
A molecular structure, C4H4O2S2. Source: the OMol25 dataset; level of theory: wB97M-V/def2-TZVPD.

The geometry in XYZ format:
```
12
C4H4O2S2, DFT wB97M-V/def2-TZVPD
C -0.431 1.424 -0.002
C -0.637 0.112 0.856
C -0.290 -1.221 0.288
C 1.074 -1.652 -0.212
H 1.018 1.611 -1.430
H -1.424 2.109 0.053
H 0.372 2.070 0.635
H 1.242 -2.738 -0.843
O -0.120 0.995 -1.489
O -1.405 0.138 1.906
S -1.684 -1.968 -0.289
S 2.284 -0.881 0.526
```

Results
orbital gap	7.0	eV

---

<Q>
C4H4O2S2 in the gas phase. Source: the OMol25 dataset; level of theory: wB97M-V/def2-TZVPD.

The geometry in XYZ format:
```
12
C4H4O2S2, DFT wB97M-V/def2-TZVPD
O 0.712 -3.571 -1.022
C 0.045 -2.588 -0.893
S 0.842 -1.077 -0.588
C -0.512 0.006 -0.453
C -0.636 1.148 0.220
C 0.481 1.963 0.788
O 1.473 1.284 1.381
S 0.319 3.577 0.898
H -1.053 -2.487 -0.915
H -1.441 -0.322 -0.991
H -1.528 1.744 0.052
H 1.297 0.324 1.523
```

Results
orbital gap	8.4	eV

---

The structure with the most favorable energy is <Q>; the runner-up is 0.1586 hartree above it.